Record 1
C2H5N3O | wB97M-V/def2-TZVPD

Calculated values
- E_HOMO: -9.12 eV
- Energy relative to the best compared isomer or geometry (same formula, charge and spin): 84.51 kcal/mol
- Orbital gap: 9.6 eV
- Lowest unoccupied orbital energy: 0.5 eV
- Calculated total energy: -8669.9779 eV

```
11
C2H5N3O | OMol25 | wB97M-V/def2-TZVPD
O 2.47 -1.48 0.10
N 2.14 1.90 -0.04
N -2.31 0.13 0.13
N 0.66 -0.03 0.03
C 1.18 -1.29 0.15
C 1.37 1.06 -0.05
H -2.36 -0.31 -0.81
H -3.21 -0.33 0.52
H 2.92 -0.58 0.15
H -2.56 1.13 0.11
H -0.29 -0.19 -0.28
```

=====

Record 2
C5H7NO | wB97M-V/def2-TZVPD

Calculated values
- E_HOMO: -8.78 eV
- Energy relative to the best compared isomer or geometry (same formula, charge and spin): 48.96 kcal/mol
- Orbital gap: 9.7 eV
- SMILES: C=NCCC=C=O
- Lowest unoccupied orbital energy: 0.9 eV
- Calculated total energy: -8834.0797 eV

```
14
C5H7NO | OMol25 | wB97M-V/def2-TZVPD
O 1.91 1.35 -1.29
N 0.36 -1.27 0.49
C -0.45 0.60 -1.36
C 0.80 1.00 -1.31
C -1.36 0.32 -0.18
C 1.56 -0.93 0.67
C -0.65 -0.37 1.01
H -2.19 -0.30 -0.53
H 1.85 -0.05 1.26
H -1.38 -0.94 1.59
H -1.80 1.26 0.17
H 2.36 -1.47 0.17
H -0.79 0.41 -2.37
H -0.21 0.39 1.68
```

=====

Record 3
C3H10N2 | wB97M-V/def2-TZVPD

Calculated values
- E_HOMO: -9.17 eV
- Energy relative to the best compared isomer or geometry (same formula, charge and spin): 9.48 kcal/mol
- Orbital gap: 10.4 eV
- SMILES: NCCCN
- Lowest unoccupied orbital energy: 1.2 eV
- Calculated total energy: -6253.0173 eV

```
15
C3H10N2 | OMol25 | wB97M-V/def2-TZVPD
N 2.29 0.27 -1.03
N -1.86 -0.58 1.54
C -1.26 -0.09 0.30
C 0.85 0.51 -0.93
C 0.25 -0.18 0.29
H -1.26 -0.41 2.34
H 2.57 0.23 -2.00
H 2.47 -0.64 -0.63
H 0.31 0.09 -1.78
H 0.57 0.22 1.26
H 0.56 -1.23 0.29
H -1.72 -0.61 -0.54
H -2.73 -0.11 1.73
H 0.52 1.55 -0.91
H -1.56 0.96 0.08
```

=====

Record 4
C5H7I | wB97M-V/def2-TZVPD

Calculated values
- E_HOMO: -8.79 eV
- Energy relative to the best compared isomer or geometry (same formula, charge and spin): 43.34 kcal/mol
- Orbital gap: 9.1 eV
- SMILES: C[C@@H](I)C1=CC1
- Lowest unoccupied orbital energy: 0.3 eV
- Calculated total energy: -13395.6026 eV

```
13
C5H7I | OMol25 | wB97M-V/def2-TZVPD
I -0.57 -2.21 1.98
C 0.71 -0.68 -1.47
C 1.93 -0.67 -0.64
C 0.77 -0.51 0.01
C -1.23 0.47 0.92
C 0.02 -0.30 1.23
H 0.39 -1.63 -1.68
H 0.62 0.04 2.05
H -1.07 1.44 0.45
H -2.02 0.01 0.34
H 2.89 -0.86 -0.62
H -2.01 0.70 1.75
H 0.54 0.00 -2.28
```

=====

Record 5
C28H32N5O4PTl | wB97M-V/def2-TZVPD

Calculated values
- E_HOMO: -3.90 eV
- Energy relative to the best compared isomer or geometry (same formula, charge and spin): 29.62 kcal/mol
- Orbital gap: 6.1 eV
- Net charge: -1
- Lowest unoccupied orbital energy: 2.2 eV
- Calculated total energy: -59178.5156 eV

```
71
C28H32N5O4PTl | OMol25 | wB97M-V/def2-TZVPD
Tl 1.21 -0.23 -0.05
P -0.45 -2.03 3.25
O -3.33 5.00 1.81
O 2.01 3.04 0.35
O 0.75 4.79 0.15
O -1.48 5.82 0.95
N 1.42 1.75 -2.37
N -1.18 0.73 -1.49
N 2.97 -0.77 -2.81
N -0.34 1.59 1.27
N -1.57 1.25 1.65
C -0.81 0.79 -2.89
C -0.44 -5.08 6.09
C -2.34 2.33 1.73
C -1.36 -4.60 7.01
C -2.72 -3.47 2.34
C -1.67 -2.64 5.65
C -1.98 -3.38 6.78
C -3.86 -3.62 1.56
C -3.57 -1.37 0.75
C -0.14 -4.35 4.95
C -0.32 2.92 1.11
C 2.62 1.63 -3.18
C 1.36 -4.56 0.50
C -0.75 -3.12 4.71
C 3.06 -3.66 1.94
C 2.08 -2.97 2.64
C 0.73 -3.07 2.29
C -1.61 3.46 1.40
C 2.42 1.70 0.79
C -2.20 4.82 1.41
C -4.28 -2.57 0.76
C -2.42 -1.17 1.53
C 0.18 1.94 -3.10
C 2.77 0.26 -3.82
C 0.85 3.62 0.54
C -2.01 -2.26 2.31
C 2.70 -4.46 0.86
C 0.39 -3.87 1.21
H 3.50 1.75 0.66
H 2.37 -2.33 3.47
H -0.58 5.49 0.65
H 2.65 2.39 -3.98
H -0.31 -0.14 -3.15
H -1.64 -0.13 -1.22
H 1.86 0.02 -4.38
H 0.04 -6.04 6.25
H -2.38 -4.28 2.97
H -0.65 -3.94 0.90
H 2.22 1.63 1.87
H -1.66 0.92 -3.58
H -0.31 2.87 -2.77
H -5.17 -2.67 0.15
H 3.84 -0.62 -2.30
H 3.46 -4.99 0.30
H 0.38 2.06 -4.17
H -2.70 -2.99 7.49
H 0.57 -4.74 4.23
H -3.94 -0.56 0.13
H 1.55 2.44 -1.65
H -4.41 -4.55 1.58
H 1.08 -5.16 -0.35
H 3.48 1.81 -2.53
H 3.59 0.32 -4.56
H -1.60 -5.18 7.89
H -1.92 -0.01 1.65
H -2.15 -1.69 5.48
H -3.38 2.27 2.03
H 4.10 -3.57 2.23
H -1.74 1.51 -1.18
H 2.98 -1.70 -3.19
```

=====

Record 6
C22H36GeN5O7SeTi | wB97M-V/def2-TZVPD

Calculated values
- E_HOMO (alpha / beta): -7.47 / -7.71 eV
- Energy relative to the best compared isomer or geometry (same formula, charge and spin): 15.10 kcal/mol
- Orbital gap (alpha / beta): 7.5 / 7.8 eV
- Lowest unoccupied orbital energy (alpha / beta): 0.0 / 0.1 eV
- Calculated total energy: -190166.7611 eV
- 2S+1: 2
- <S²>: 0.7523

```
73
C22H36GeN5O7SeTi | OMol25 | wB97M-V/def2-TZVPD
Se 1.96 -3.42 -3.40
Ge -1.18 -1.07 2.42
Ti -0.21 -0.90 -0.23
O 5.62 1.36 -1.64
O 1.43 -0.09 -0.67
O 0.36 -1.84 1.57
O 5.67 3.46 -2.39
O -0.81 0.47 1.32
O -1.98 -1.62 0.76
O 3.63 -0.21 -0.97
N -1.45 0.95 -3.89
N -0.05 -2.59 -1.43
N 2.99 3.70 -2.48
N 1.31 2.40 -1.90
N -1.23 0.06 -1.91
C -4.36 -1.66 0.43
C -1.65 2.05 2.95
C -2.90 -3.43 -0.56
C -2.58 1.29 -3.19
C -3.25 -3.35 1.90
C 1.27 -2.75 3.61
C 3.56 2.54 -2.02
C 2.50 1.75 -1.66
C 0.68 2.21 2.03
C -3.11 -2.51 0.63
C 1.64 3.57 -2.39
C 0.74 -2.96 -2.21
C -2.43 0.72 -1.96
C 2.64 -1.22 2.17
C 5.05 2.48 -2.03
C 2.57 0.39 -1.08
C -0.76 1.84 1.72
C -1.28 2.68 0.56
C -0.66 0.22 -3.08
C 2.03 -3.50 1.35
C 0.69 4.64 -2.78
C 1.58 -2.31 2.18
H -2.66 1.70 2.76
H -3.79 -4.04 -0.71
H -2.04 -4.09 -0.40
H 2.18 -3.20 0.31
H -3.38 1.87 -3.62
H -4.45 -0.92 1.23
H -3.09 0.75 -1.11
H 2.98 -3.89 1.73
H -2.33 2.44 0.36
H 1.28 -4.30 1.37
H -1.22 1.21 -4.83
H 3.54 4.48 -2.80
H 3.44 -1.46 2.88
H 1.01 -1.90 4.24
H -4.31 -1.14 -0.53
H 4.93 0.68 -1.40
H 0.61 5.40 -2.00
H -0.30 4.20 -2.91
H -5.26 -2.28 0.43
H -1.26 1.54 3.83
H 1.32 2.01 1.17
H -2.33 -3.88 2.12
H 3.08 -1.10 1.19
H -1.21 3.74 0.80
H 2.15 -3.22 4.05
H 0.29 -0.20 -3.37
H 0.77 3.26 2.30
H -3.51 -2.73 2.77
H -1.70 3.12 3.17
H 1.05 1.62 2.88
H -4.04 -4.09 1.77
H 0.45 -3.46 3.63
H 0.99 5.14 -3.70
H 2.21 -0.26 2.47
H -0.70 2.48 -0.34
H -2.71 -2.85 -1.47
```

=====

- What is the formula in the fourth record?
  C5H7I

=====

- Which formula does entry 3 have?
  C3H10N2

=====

- What is the energy relative to the best compared isomer or geometry (same formula, charge and spin) in the first record?
  84.51 kcal/mol

=====

- Which value of energy relative to the best compared isomer or geometry (same formula, charge and spin) does entry 3 give?
  9.48 kcal/mol